Entry 1:
Entry from the Open Molecules 2025 dataset: a cluster of 13 separate species, C19H56F6N22O15 in total (ωB97M-V/def2-TZVPD).

Structure (ORCA input):
```
! wB97M-V def2-TZVPD RIJCOSX def2/J DEFGRID3
* xyz -2 1
F -1.13343 -1.86523 -1.39459
F -1.17865 -1.82892 0.74389
F -0.74801 14.10290 -4.57549
F 0.15985 -3.10814 -0.34034
F -0.88850 12.01133 -3.99390
F -2.67266 13.21558 -4.00118
O 1.69555 -0.55716 0.52568
O 7.91798 -6.82075 3.33350
O 0.24555 0.47313 -0.93879
O -5.56038 -7.27733 -1.02457
O 3.89949 -10.07712 -3.03401
O 7.59662 1.93577 -3.83135
O -1.22959 12.30819 -1.45250
O 0.33628 13.86764 -1.80097
O -6.32492 -0.15729 -3.21801
O 7.79258 2.32653 6.01924
O 0.73010 -4.91808 7.41578
O -5.45509 -1.04258 4.73708
O -2.92222 -6.38993 -7.79011
O -0.15785 7.71345 5.69549
O 0.13889 2.19057 -8.45996
N 8.02134 -4.83849 2.33062
N 6.16201 -5.45165 2.99626
N -5.66185 -3.28863 4.82215
N -5.35277 -2.12528 6.64318
N -6.70545 1.29026 -1.61923
N 5.82019 2.32047 -2.56161
N 1.25048 -3.44168 5.89695
N -6.03258 -0.72690 -1.06923
N -6.16451 -9.45394 -0.86750
N 5.99154 1.90857 4.93561
N 0.57111 7.42335 7.71703
N -3.84550 -4.82802 -6.45260
N 3.23694 -8.00637 -2.59973
N 2.49842 -9.66996 -1.47271
N -1.77355 1.96473 -7.29406
N 0.19811 -5.27583 5.28168
N 0.17359 1.37766 -6.37932
N -4.22966 -8.96204 -1.51856
N 0.70923 5.76039 6.40701
N -1.84770 -5.14380 -6.31101
N 6.60661 0.39883 -2.50497
N 7.84451 1.51837 3.89220
C -6.35199 0.10221 -2.08071
C -0.93924 13.43636 -2.19900
C 7.22332 1.94647 4.96677
C -0.51335 1.82356 -7.43298
C -5.33380 -8.45667 -1.10597
C -5.47909 -2.11124 5.37486
C -2.49233 12.13961 -0.81857
C -2.85565 -5.46180 -6.98791
C -2.72616 10.64984 -0.85080
C 0.33179 6.96226 6.50566
C -0.38327 -1.84608 -0.32333
C -1.34299 13.23372 -3.76970
C 0.69765 -0.75104 -0.43112
C 6.76158 1.56580 -3.05790
C 0.65356 -4.58871 6.27252
C -1.07347 2.44633 -1.09859
C 3.23155 -9.29981 -2.40884
C 7.39873 -5.83773 2.87066
C -0.63811 1.24641 -0.18084
H -4.11843 -9.96408 -1.57903
H -4.78324 -5.14287 -6.65655
H -5.64772 -1.58975 -1.42625
H -2.11097 1.81953 -8.23490
H 7.27148 1.14411 3.14946
H -2.45702 12.69636 0.11784
H -7.07986 -9.28874 -0.47386
H -0.00827 8.06056 8.24466
H -1.51424 3.26565 -0.53066
H 4.94334 2.00535 -2.17185
H 0.92128 5.34090 7.30095
H -7.10857 2.01688 -2.19335
H 5.78081 3.09466 -3.20905
H 5.87941 -4.56204 2.61048
H -3.26184 12.58498 -1.44913
H 2.60483 -10.57873 -1.04503
H -0.12735 1.75002 0.63988
H 1.34191 -2.79041 6.66350
H 1.13656 1.50463 -6.65621
H -0.21010 -6.14525 5.59402
H 5.60483 2.13794 5.84002
H 1.97730 -9.06680 -0.85245
H 1.32202 -3.14051 4.93555
H 3.99217 -7.73013 -3.21081
H -5.39576 -3.39982 3.85419
H 0.81820 5.24249 5.54676
H 7.35691 -0.26230 -2.36340
H 8.97738 -5.13881 2.20458
H 8.83347 1.70871 3.81592
H -3.56465 -8.36099 -1.98398
H -5.28679 -3.02868 7.08995
H 0.17410 -4.95610 4.32393
H -3.66949 -4.11732 -5.75686
H -1.89251 -4.46294 -5.56636
H -2.59895 10.21662 -1.84289
H -6.80464 1.36802 -0.61714
H 1.13571 -1.12520 -1.35643
H -1.49537 14.26394 -1.75861
H -3.74303 10.36204 -0.58390
H 1.12626 6.90716 8.38443
H -2.04193 10.09589 -0.20807
H 5.51591 -5.99373 3.55196
H -1.50008 0.74515 0.25943
H -6.07996 -0.46962 -0.09371
H -2.37996 1.84430 -6.49539
H 5.91863 0.28714 -1.77400
H -1.02599 -5.70067 -6.49750
H -5.72854 -10.36403 -0.90934
H 5.56719 1.48114 4.12485
H -5.45912 -4.05332 5.45005
H -5.29097 -1.22042 7.08762
H 2.70091 -7.43297 -1.96414
H -1.61585 2.15631 -1.99848
H -0.28416 2.98746 -1.62038
H 7.62395 -4.28931 1.58189
H -0.12001 1.23551 -5.42344
*
```

Summary:
Largest force on an atom   9.7 eV/A
HOMO-LUMO gap   3.562 eV
Energy above the lowest of the compared OMol25 structures with the same formula, charge and spin   291.8 kcal per mole
Energy   -3690.0998 Eh

Entry 2:
Entry from the Open Molecules 2025 dataset: a cluster of 9 separate species, C19H56N2O9 in total (ωB97M-V/def2-TZVPD).

Structure (ORCA input):
```
! wB97M-V def2-TZVPD RIJCOSX def2/J DEFGRID3
* xyz 0 1
O -2.78015 0.02134 2.82775
O -2.48038 -1.86847 -1.05969
O -0.54621 0.10922 0.16199
O -2.18461 0.44634 -2.91864
O -2.12141 2.45513 3.42822
O 2.36736 -0.33232 3.30496
O 2.82827 -2.56836 -0.11054
O 2.67621 -2.86688 -2.69376
O -3.28825 1.56913 0.55961
N 0.96128 -1.68442 1.88559
N 1.92516 -2.62927 3.53413
C 3.89431 -2.64012 0.49500
C -3.53726 1.25041 -4.59866
C 2.52761 -0.82961 -3.32714
C -0.57723 2.21651 -0.66101
C 4.86678 -3.60359 -0.20329
C 1.82877 -2.18347 -3.18446
C -1.07864 1.17374 -4.84034
C -3.79866 2.88168 0.68015
C 4.50882 -1.22125 0.49234
C -1.59315 -0.55404 3.24627
C 1.50474 0.97545 -0.18955
C -1.00773 2.72482 3.96955
C 0.04364 0.86583 -0.64367
C -1.18883 4.11956 4.64724
C -2.22913 1.27409 -3.83581
C -2.71601 -2.09368 0.28890
C 0.20908 2.66164 3.06057
C 0.55240 -2.17108 -2.35460
C 1.75818 -1.51269 2.92290
H -3.28696 3.47795 1.44850
H 3.40584 -0.99576 -3.91490
H 2.87460 -0.40478 -2.40752
H 4.57186 -4.60732 -0.13747
H 0.00414 0.51850 -1.64113
H -3.34239 -1.30874 0.69938
H -3.38204 -1.82425 -1.45671
H -2.66929 0.18963 1.89315
H -0.74451 0.04619 2.89263
H 5.88094 -3.36796 0.24557
H 1.53548 -2.55339 -4.12673
H 1.06198 3.05486 3.70172
H 2.70208 -2.66111 4.23939
H 4.88314 -3.43827 -1.26038
H 2.13601 -2.48003 0.57387
H -0.10386 1.24504 -4.40255
H -1.48501 -1.48924 2.83342
H -1.73055 -2.03789 0.85476
H -0.21132 4.36456 5.10195
H 5.44544 -1.21021 0.99501
H -2.10897 1.57543 3.11560
H -1.34504 -0.31949 -0.27289
H -0.54040 2.75196 0.31989
H 0.65999 -2.18749 -1.30207
H 1.69241 1.58297 0.71079
H -3.50161 0.51862 -5.46185
H 0.67100 -0.86912 1.34978
H -3.11854 -3.02482 0.54575
H -1.55513 -0.50930 4.29512
H 1.94304 -0.10299 -3.82724
H -0.12128 -1.31514 -2.62245
H -0.01510 2.79404 -1.32462
H 0.37368 -2.47544 1.54021
H -4.45861 1.03496 -4.08178
H 3.93232 -0.42609 0.95523
H 1.57905 -3.51921 3.15868
H -0.73643 2.01854 4.76535
H -3.00339 0.52259 -2.37034
H -3.71395 2.18128 -5.14299
H 3.63619 -2.95783 1.45306
H -2.12530 2.17732 -3.37209
H -3.65305 1.20680 -0.26737
H 0.06251 -3.11429 -2.52557
H -1.54219 4.83776 3.85580
H -3.53045 3.26373 -0.29343
H -1.54066 2.08889 -1.08434
H -4.88156 2.82074 0.89689
H -1.14093 1.81348 -5.70879
H 4.59893 -0.82443 -0.58135
H 1.89800 -0.03936 0.04351
H 0.52620 1.68296 2.73020
H -1.92136 4.11943 5.41392
H -1.07295 0.17982 -5.26429
H 2.09933 1.31353 -1.03835
H 0.26402 3.31241 2.15654
H 2.81971 -2.61571 -1.78051
*
```

Summary:
Largest force on an atom   14.6 eV/A
HOMO-LUMO gap   8.475 eV
Energy above the lowest of the compared OMol25 structures with the same formula, charge and spin   176.2 kcal per mole
Energy   -1543.8568 Eh